ORCA calculation (ωB97M-V/def2-TZVPD) on 8 unconnected molecules or ions with the total composition C12H40O8.

```
60
C12H40O8 ωB97M-V/def2-TZVPD
C -8.0322 6.5422 14.0911
C -8.3305 6.8313 12.6232
C -7.1074 6.5736 11.8018
O -9.3133 5.9555 12.1923
H -7.9619 5.4860 14.3511
H -8.8229 6.9839 14.6975
H -7.1515 7.0042 14.5372
H -8.6626 7.8508 12.4269
H -6.4993 5.7259 12.1176
H -6.4813 7.4389 12.0195
H -7.4089 6.5343 10.7551
H -10.1407 6.2655 12.5676
C -10.4352 4.5621 3.4763
C -9.6030 5.3554 4.5526
C -10.5109 6.1428 5.4488
O -9.0104 4.4308 5.3581
H -9.7991 3.7378 3.1539
H -10.7153 5.2156 2.6501
H -11.2946 4.1416 3.9986
H -8.7854 5.9389 4.1294
H -11.1369 5.4672 6.0317
H -11.2380 6.7564 4.9170
H -9.9349 6.8388 6.0586
H -9.1830 4.5952 6.2880
C -11.0975 7.7046 9.7134
O -9.9217 6.9286 9.5242
H -11.4460 8.2175 8.8170
H -11.9396 7.1187 10.0816
H -10.8334 8.4679 10.4453
H -9.7534 6.3828 10.2958
C -7.7383 -0.3674 9.4732
O -6.5211 0.3392 9.5918
H -7.7249 -1.0638 10.3116
H -8.6156 0.2715 9.5743
H -7.8600 -0.9934 8.5893
H -6.4271 0.8008 10.4283
C -12.4368 2.3214 8.5702
O -13.4682 1.3366 8.4232
H -12.3605 2.8895 7.6431
H -12.7293 3.0308 9.3443
H -11.4980 1.8276 8.8210
H -13.3743 0.7542 9.1805
C -9.0304 3.8235 9.0846
O -9.3000 4.7869 8.0907
H -8.8546 2.8833 8.5618
H -8.1046 4.0408 9.6173
H -9.8554 3.8438 9.7967
H -9.4964 5.6212 8.5231
C -5.0665 3.3099 10.4007
O -4.1496 4.3121 10.7140
H -4.6630 2.2979 10.4341
H -5.8817 3.4692 11.1064
H -5.6212 3.5100 9.4840
H -3.9627 4.2703 11.6546
C -7.4784 7.9227 7.3444
O -8.5544 8.7807 7.8315
H -7.9080 7.0991 6.7741
H -6.8526 8.4841 6.6506
H -6.9210 7.5315 8.1956
H -9.1361 8.2165 8.3462
```

**Net charge**: 0
**Spin multiplicity**: 1
**Structure (SMILES)**: CC(C)O.CC(C)O.CO.CO.CO.CO.CO.CO
**Relative energy (zero: lowest compared OMol25 entry of this formula, charge and spin)**: 410.2 kJ/mol

Atomic partial charges in e from the Löwdin method, atoms 1 to 8: -0.0509 -0.5187 -0.0396 -0.0506 0.0876 0.0735 0.0816 0.1431



ORCA calculation (ωB97M-V/def2-TZVPD) on 8 unconnected molecules or ions with the total composition C12H41N2O8.

```
63
C12H41N2O8 ωB97M-V/def2-TZVPD
C -1.6735 -0.4618 -3.2916
C -2.6767 -0.3575 -2.1399
O -2.8930 -1.6455 -1.5897
H -1.9822 -1.2718 -3.9524
H -0.6557 -0.6725 -2.9633
H -1.6464 0.4939 -3.8151
H -3.5962 0.1298 -2.4640
H -2.2520 0.4137 -1.4972
C -3.1500 -0.2587 6.9441
C -2.3620 -0.4852 5.6325
O -3.3846 -0.3390 4.7119
H -3.6109 0.7222 7.0596
H -2.4962 -0.6000 7.7468
H -3.9317 -1.0132 7.0322
H -1.8530 -1.4488 5.6107
H -1.6391 0.3007 5.4138
H -3.1402 -0.6236 3.8282
C 3.8636 3.3042 -3.2072
C 3.6120 4.6308 -2.4885
C 2.4377 4.5397 -1.4868
O 2.1240 5.8521 -0.9112
C 1.3774 5.8548 0.3009
N 4.8745 4.8880 -1.7831
H 2.9439 3.1604 -3.7742
H 4.0535 2.4567 -2.5486
H 4.6578 3.2798 -3.9534
H 3.5852 5.4284 -3.2309
H 2.5722 3.8300 -0.6705
H 1.5524 4.1066 -1.9524
H 0.4710 5.2588 0.1947
H 1.1344 6.8759 0.5948
H 1.9855 5.3995 1.0827
H 4.8511 5.7645 -1.2818
H 5.5990 4.9902 -2.4794
C 3.3575 -4.3733 -1.1745
C 3.6952 -3.8527 0.1737
C 4.3774 -2.5138 0.2546
O 4.8857 -2.3064 1.5822
C 5.6681 -1.0607 1.6121
N 2.3969 -3.6952 0.9633
H 4.0278 -4.1937 -2.0151
H 2.4280 -3.9996 -1.6040
H 3.1357 -5.4398 -1.2114
H 4.3717 -4.6078 0.5741
H 3.5983 -1.7930 0.0065
H 5.2406 -2.4798 -0.4102
H 5.1582 -0.2295 1.1251
H 6.6380 -1.1623 1.1252
H 5.7373 -0.6218 2.6074
H 2.5880 -3.4670 1.9285
H 1.7896 -2.9678 0.6140
O -4.8380 -4.8807 -5.9382
H -4.4030 -4.0507 -5.7431
H -4.9227 -4.8889 -6.8916
O -4.3077 -5.8145 3.8698
H -4.6139 -4.9113 3.9510
H -4.3449 -6.1616 4.7610
O -8.3567 -1.7539 1.0567
H -8.6319 -1.1571 1.7526
H -7.4362 -1.5389 0.9062
O -8.6995 3.4571 -2.6779
H -9.1862 4.2580 -2.4834
H -8.1047 3.7037 -3.3862
```

**Net charge**: -1
**Spin multiplicity**: 1

Atomic partial charges in e from the Löwdin method, atoms 1 to 8: -0.1761 -0.5801 -0.4481 0.0427 0.0411 0.0321 0.0519 0.0452



ORCA calculation (ωB97M-V/def2-TZVPD) on 9 unconnected molecules or ions with the total composition C12H42N6O9.

```
69
C12H42N6O9 ωB97M-V/def2-TZVPD
N 4.0650 -0.7691 0.4117
C 3.0648 -0.5656 -0.5812
N 2.0641 0.3006 -0.2093
O 3.1450 -1.0763 -1.6659
H 5.0164 -1.0066 0.1152
H 4.0799 -0.1505 1.1977
H 1.1174 0.0762 -0.5178
H 2.0372 0.6205 0.7621
N 0.3567 -1.9072 1.8568
C 0.8930 -1.1107 2.8279
N 1.8917 -1.6638 3.5999
O 0.4137 0.0003 3.1981
H 0.7274 -2.8256 1.7651
H -0.3022 -1.4468 1.2311
H 2.4529 -0.9883 4.0773
H 2.4113 -2.4865 3.2569
N -1.4361 -0.3053 -3.2497
C -0.2730 -0.7146 -2.6527
N 0.8689 -0.8700 -3.2813
O -0.2889 -0.8666 -1.4063
H -1.4346 0.0973 -4.1932
H -2.2743 -0.2360 -2.6566
H 0.9189 -0.9917 -4.2707
H 1.6443 -1.0102 -2.6832
C -1.9067 2.4534 -0.5614
C -1.7569 1.7955 0.8372
C -2.3112 0.3815 0.8787
O -0.3539 1.7510 1.1814
H -1.2256 1.9262 -1.3344
H -1.4894 3.4751 -0.5339
H -2.9370 2.4508 -0.8628
H -2.3158 2.3464 1.5777
H -3.4357 0.3842 0.9121
H -2.0619 -0.0931 1.8219
H -1.9359 -0.2347 0.0821
H -0.2450 1.0668 1.9533
C 2.0404 3.3949 -5.0801
C 1.6658 2.1568 -4.3879
C 0.7532 2.2869 -3.2171
O 0.9925 1.1999 -5.3144
H 1.2314 3.7973 -5.6596
H 2.8227 3.1559 -5.8153
H 2.4015 4.1226 -4.3514
H 2.6856 1.7381 -4.0210
H 1.1497 2.9732 -2.4441
H 0.6395 1.3038 -2.8015
H -0.2088 2.6510 -3.5679
H 1.6748 1.0343 -5.9556
C -3.9584 -2.9507 2.5645
C -4.8314 -4.0905 1.9577
C -4.0921 -5.1761 1.2974
O -5.6887 -4.5819 2.9790
H -3.3861 -3.4492 3.3703
H -4.6160 -2.2604 3.0592
H -3.2013 -2.4636 1.8690
H -5.5336 -3.5670 1.2981
H -4.8110 -5.8417 0.8813
H -3.5112 -5.6850 2.0760
H -3.3439 -4.8004 0.5990
H -5.1197 -4.8626 3.7122
O 0.7945 4.3137 1.7875
H 0.4453 4.5187 2.7045
H 0.3634 3.4660 1.5731
O 3.3981 2.2054 2.0924
H 3.4810 2.8248 1.3550
H 2.6318 2.6033 2.5628
O 4.7178 0.3971 3.8632
H 4.5950 1.1812 3.3176
H 4.6340 0.5977 4.8125
```

**Net charge**: 0
**Spin multiplicity**: 1
**Structure (SMILES)**: NC(N)=O.NC(N)=O.NC(N)=O.CC(C)O.CC(C)O.CC(C)O.O.O.O
**Relative energy (zero: lowest compared OMol25 entry of this formula, charge and spin)**: 9.7 kJ/mol

Atomic partial charges in e from the Löwdin method, atoms 1 to 8: 0.1456 -0.6264 0.1736 0.0304 0.1026 0.0426 0.0510 0.0641



no.,total energy (eV),frontier orbital gap (hartree)
1,-29469.0251,0.34181
2,-32465.2233,0.16694
3,-40496.7293,0.36822